Molecular formula: C5H12NO2S
Method: DFT, ωB97M-V/def2-TZVPD

```
21
Properties=species:S:1:pos:R:3
H -1.59 -0.95 -2.52
C 1.31 0.29 -0.89
N -1.21 0.29 -0.36
H -2.06 -0.28 2.64
C 2.13 0.28 0.41
H -0.57 0.10 -2.91
H -0.11 -1.19 0.73
C -0.09 0.94 -0.87
O -0.20 1.96 -1.55
H 1.85 1.21 0.96
C -1.07 -0.68 0.78
H -1.79 -1.47 0.60
H 3.19 0.52 0.35
S 0.02 -1.33 3.20
H 1.90 -0.57 1.03
H -0.73 0.84 2.38
H -2.04 0.85 -0.27
H 1.84 0.88 -1.64
O -0.96 -0.73 -3.20
H 1.19 -0.77 -1.14
C -1.03 -0.21 2.28
```

Properties
charge	-1
DFT total energy	-21801.031	eV
ΔE to the lowest compared entry with this formula, charge and spin	8.8	kcal per mole
gap between HOMO and LUMO	0.2326	Ha
2S+1	1

natural (NBO) population analysis, charges in e, atoms 1 to 6: number 1, H, carries 0.48; number 2, C, carries -0.51; number 3, N, carries -0.65; number 4, H, carries 0.18; number 5, C, carries -0.63; number 6, H, carries 0.48